(1)
{"formula": "C6H12NO2S", "method": "ωB97M-V with the def2-TZVPD basis set", "e_above_lowest_kcal_mol": 3.8, "energy_ha": -838.97972, "charge": 1, "lumo_ev": -3.7, "max_force_ev_per_a": 3.71, "homo_energy_ev": -14.009, "elements": ["C", "C", "C", "C", "C", "C", "N", "O", "O", "S", "H", "H", "H", "H", "H", "H", "H", "H", "H", "H", "H", "H"], "coordinates": [[-2.4547, -0.6793, -0.5874], [2.0436, 1.4006, 0.0337], [1.2201, 0.1802, 0.4529], [3.4457, 0.7976, -0.5136], [1.5591, -1.0010, -0.3581], [-3.9248, 0.6375, 0.7102], [0.7095, -1.9750, -0.4326], [-1.7412, -1.0265, 0.3205], [-3.4753, 0.1799, -0.5825], [3.0302, -0.8923, -1.1716], [1.5416, 1.8272, -0.8072], [2.1698, 2.1781, 0.7747], [1.5594, -0.1703, 1.4466], [0.1675, 0.3727, 0.6527], [4.0062, 1.5265, -1.0674], [3.9110, 0.3646, 0.3570], [-3.8400, -0.2213, 1.2618], [-4.9297, 1.0251, 0.5954], [-3.2689, 1.2922, 1.3044], [0.8756, -2.9821, -0.7006], [-0.2124, -1.9246, 0.0423], [-2.3923, -0.9099, -1.7312]]}

(2)
{"formula": "C6H12NO3", "method": "ωB97M-V with the def2-TZVPD basis set", "e_above_lowest_kcal_mol": 52.6, "smiles": "C[C@@H]1[C@@H](O)[C@H]2OC[NH2+][C@@]12O", "energy_ha": -515.94043, "charge": 1, "lumo_ev": -3.0, "max_force_ev_per_a": 4.66, "homo_energy_ev": -13.712, "elements": ["C", "C", "C", "C", "C", "C", "N", "O", "O", "O", "H", "H", "H", "H", "H", "H", "H", "H", "H", "H", "H", "H"], "coordinates": [[0.3762, 2.0250, -1.0283], [-0.2695, -0.3474, 0.7574], [-0.2629, -0.0061, -1.4955], [-1.3778, -0.1136, -0.3617], [0.9395, -0.1207, -0.2335], [-0.2277, -1.7869, 1.3476], [1.5796, 1.2311, -0.5057], [-0.1090, 1.2418, -2.0895], [-2.1407, 1.0241, -0.2146], [1.9533, -0.9447, -0.3634], [-0.4142, 2.1738, -0.1734], [0.7722, 2.9056, -1.4214], [-0.2228, 0.4995, 1.5529], [-0.3389, -0.7792, -2.3354], [-2.1434, -0.8923, -0.6410], [0.0425, -2.4911, 0.5194], [-1.2602, -2.1398, 1.8075], [0.4617, -1.7259, 2.3436], [2.2783, 0.9860, -1.1414], [1.9722, 1.7425, 0.2265], [-2.3225, 1.4841, -1.0414], [1.8088, -1.6932, 0.1824]]}

(3)
{"formula": "C6H12NP", "method": "ωB97M-V with the def2-TZVPD basis set", "e_above_lowest_kcal_mol": 64.3, "energy_ha": -631.64025, "s_squared": 2.0129, "charge": 0, "lumo_ev": [0.9, -2.0], "multiplicity": 3, "max_force_ev_per_a": 4.50, "homo_energy_ev": [-4.627, -9.878], "elements": ["C", "C", "C", "C", "C", "C", "N", "P", "H", "H", "H", "H", "H", "H", "H", "H", "H", "H", "H", "H"], "coordinates": [[-0.7173, -1.6603, -1.0680], [-1.5526, 1.8026, -0.4902], [2.5982, 0.4624, 1.1364], [-2.0980, 0.4774, -0.9724], [2.9562, -0.6884, 0.6098], [-1.2155, -0.6790, -0.3755], [-0.3399, -2.6590, -1.6303], [-1.1293, -0.9335, 1.4278], [-0.4622, 2.0102, -0.6925], [-2.1362, 2.7619, -0.8202], [-1.4353, 1.8739, 0.5756], [0.6163, -2.9217, -1.7994], [1.5149, 0.7279, 1.2598], [3.0769, 1.3259, 1.2795], [-3.1368, 0.1808, -0.5793], [-2.0485, 0.1806, -2.1006], [2.2798, -1.5072, 0.4351], [3.9786, -0.9683, 0.3416], [-2.2639, -0.1416, 1.5941], [-0.2468, 0.1088, 1.6711]]}

(4)
{"formula": "C6H12NiO4", "method": "ωB97M-V with the def2-TZVPD basis set", "energy_ha": -2044.84079, "s_squared": 2.0076, "charge": 0, "lumo_ev": [0.2, 0.0], "multiplicity": 3, "max_force_ev_per_a": 5.60, "homo_energy_ev": [-7.776, -7.937], "elements": ["C", "H", "H", "H", "O", "C", "H", "H", "O", "C", "C", "O", "C", "C", "O", "Ni", "H", "H", "H", "H", "H", "H", "H"], "coordinates": [[1.7881, 0.1746, 1.4979], [2.7908, -0.1748, 1.2116], [1.8246, 0.0030, 2.5796], [0.9141, 0.8408, 1.4495], [2.7478, 2.2595, 0.5194], [2.4247, 2.8313, -0.5032], [2.9551, 3.7474, -0.8192], [1.5007, 2.5474, -1.0437], [0.9422, -1.1726, 0.9170], [1.0523, -1.2837, -0.5374], [0.1242, -0.2805, -1.1718], [-1.2203, -0.8537, -1.1127], [-2.2255, -0.2265, -0.3217], [-3.1145, -1.3553, 0.2089], [-2.3730, -2.3451, 0.8442], [-0.5842, -2.3448, 0.1841], [2.0940, -1.1491, -0.8704], [0.4084, -0.0662, -2.2112], [0.0525, 0.6977, -0.6593], [-2.8003, 0.5010, -0.9182], [-1.7526, 0.3073, 0.5212], [-3.6881, -1.7628, -0.6509], [-3.8609, -0.8949, 0.8866]]}